## P
C5H6N2 as an isolated structure. Source: the Open Molecules 2025 dataset; level of theory: ωB97M-V with the def2-TZVPD basis set.

Summary:
- HOMO (eV) = -7.23
- LUMO energy (Eh) = 0.023
- frontier orbital gap (Eh) = 0.2887

Element x y z (Å)
N -1.1696 2.4943 -1.2061
C -1.0062 1.5718 -0.5285
C -0.8031 0.4072 0.3429
C -1.0709 -1.0123 -0.2544
C 0.2902 -1.3244 0.2853
C 1.7934 0.5539 0.2328
N 0.6290 -0.0467 0.4547
H -1.2758 0.5613 1.3175
H -1.0798 -0.9353 -1.3507
H -1.9392 -1.5733 0.0886
H 1.0225 -2.1199 0.2341
H 2.4862 -0.0119 -0.3725
H 2.1233 1.4353 0.7563



## Q
The molecule C5H6N2. Source: the Open Molecules 2025 dataset; level of theory: ωB97M-V with the def2-TZVPD basis set.

Summary:
- HOMO (eV) = -9.69
- SMILES = Cc1ncccn1
- LUMO energy (Eh) = 0.031
- frontier orbital gap (Eh) = 0.3873

Element x y z (Å)
C -2.2060 -0.0569 -0.0502
C -0.6466 -0.0353 0.0417
C 1.2987 -1.1836 0.0182
C 1.9223 0.0144 -0.0752
C 1.1227 1.2028 0.0044
H -2.5530 0.7685 -0.4214
H -2.6092 -0.8976 -0.6916
H -2.7024 -0.1094 0.9477
H 1.9655 -2.0780 0.1344
H 3.0409 0.2666 -0.2730
H 1.5296 2.1825 0.3045
N -0.0320 -1.2166 0.0542
N -0.1305 1.1426 0.0064



Q ends up most stable, edging out the next structure by 0.1053 hartree.